(1)
Below is a molecular structure, C18H37O2P3Sn in a non-equilibrium geometry, with properties calculated with ωB97M-V with the def2-TZVPD basis set.

The geometry in XYZ format:
```
61
C18H37O2P3Sn (ωB97M-V with the def2-TZVPD basis set)
Sn -0.28 0.17 -0.29
P 0.08 1.96 -2.15
P 1.58 0.93 1.50
P -2.88 0.11 0.09
O -1.68 2.96 2.54
O 0.21 -1.86 -0.48
C -1.24 2.14 1.67
C 1.38 -2.21 -1.13
C -3.59 -0.97 -1.20
C -1.40 2.98 -2.41
C 3.61 -3.52 -2.03
C 2.22 -2.81 -0.21
C 1.42 3.14 -1.83
C 1.64 -2.20 -2.54
C 3.36 -3.48 -0.66
C 2.78 -2.91 -2.94
C -3.93 1.59 0.02
C 1.90 2.68 1.91
C 3.26 0.35 1.06
C -1.35 -3.19 3.26
C 0.46 1.17 -3.73
C -1.55 -2.22 4.12
C 1.31 0.17 3.14
C -3.38 -0.70 1.64
H 2.99 -2.98 -3.97
H -0.25 -0.15 -1.54
H -3.44 -0.54 -2.20
H 2.27 0.02 3.65
H -2.72 -1.51 1.95
H -2.26 2.36 -2.69
H 3.65 0.93 0.22
H 0.77 1.97 -4.41
H -0.77 -1.92 4.85
H -3.12 -1.97 -1.18
H 4.49 -4.06 -2.34
H -4.97 1.27 -0.15
H -1.65 3.55 -1.51
H 1.72 3.57 -2.80
H -4.67 -1.07 -1.01
H -0.43 0.67 -4.13
H 3.97 -3.94 0.10
H 2.88 2.77 2.42
H 1.12 3.08 2.57
H -2.13 -3.51 2.54
H -1.18 3.68 -3.23
H 1.27 0.44 -3.62
H 1.93 3.29 1.00
H -2.52 -1.69 4.22
H 1.85 -2.77 0.86
H 3.25 -0.71 0.78
H 0.91 -1.76 -3.18
H 1.09 3.94 -1.17
H -0.38 -3.71 3.16
H -3.63 2.25 -0.80
H -4.40 -1.10 1.52
H 2.29 2.64 -1.38
H 3.93 0.48 1.93
H -3.89 2.15 0.96
H 0.68 0.82 3.76
H -3.40 0.04 2.45
H 0.81 -0.81 3.04
```

Properties
**E_LUMO (spin up / spin down)**: -0.588 / -0.566 Eh
**Kohn-Sham gap (spin up / spin down)**: 3.92 / 4.51 eV
**E_HOMO (spin up / spin down)**: -0.732 / -0.732 Ha
**Total charge**: +4
**ΔE to the lowest compared entry with this formula, charge and spin**: 6.326 eV



(2)
Below is a molecular structure, C18H37O7Zn in a non-equilibrium geometry, with properties calculated with ωB97M-V with the def2-TZVPD basis set.

The geometry in XYZ format:
```
63
C18H37O7Zn (ωB97M-V with the def2-TZVPD basis set)
Zn 2.49 0.05 0.29
O -4.12 0.10 -1.36
O -1.41 -3.55 -1.35
O 2.69 1.45 -1.39
O 2.62 1.57 1.57
O -1.80 -1.66 3.42
O 0.67 0.10 0.10
O 2.76 -1.41 -1.05
C 1.62 3.60 2.28
C -2.99 0.50 -1.44
C -2.50 -0.67 3.43
C -2.28 0.45 2.44
C 1.64 3.45 -2.04
C -0.12 -2.97 0.54
C 1.37 1.27 -3.35
C -2.63 1.88 -0.89
C 1.98 2.01 -2.21
C -1.41 -3.24 -0.18
C 2.10 -2.91 -2.73
C 4.30 -1.58 -2.87
C -2.68 -3.29 0.64
C -1.92 -0.27 -2.14
C 3.05 -1.93 -2.12
C 1.96 2.17 2.43
C 1.50 1.46 3.64
C -3.66 -0.53 4.37
H 1.39 0.20 -3.14
H -1.55 0.29 -3.01
H -3.26 0.86 2.18
H 0.59 -2.64 -0.22
H -4.52 -0.98 3.87
H 2.25 4.14 3.01
H 4.95 -2.45 -2.97
H 2.52 4.01 -1.72
H -3.45 -1.09 5.28
H -2.46 -3.56 1.67
H 1.08 -2.64 -2.45
H 2.28 -3.90 -2.31
H 0.97 0.56 3.30
H 4.04 -1.22 -3.86
H 1.19 3.88 -2.93
H 0.25 -3.92 0.93
H 0.34 1.57 -3.55
H 2.37 1.14 4.21
H 1.91 1.44 -4.28
H 0.83 2.06 4.24
H -3.17 -2.31 0.65
H -3.13 1.98 0.07
H -3.86 0.51 4.61
H -3.37 -4.00 0.20
H 0.89 3.51 -1.24
H 4.83 -0.77 -2.37
H -1.02 -0.39 -1.52
H -2.23 -1.25 -2.48
H -0.25 0.35 0.23
H -3.02 2.65 -1.56
H -1.79 0.06 1.56
H -1.55 2.02 -0.78
H 1.77 4.01 1.29
H 2.22 -2.92 -3.81
H 0.61 3.80 2.65
H -0.21 -2.24 1.34
H -1.68 1.23 2.92
```

Properties
**E_LUMO**: -0.117 Eh
**Kohn-Sham gap**: 8.25 eV
**E_HOMO**: -0.420 Ha
**Total charge**: +1



(3)
Below is 5 unconnected molecules or ions with the total composition C18H38BO12PS in a non-equilibrium geometry, with properties calculated with ωB97M-V with the def2-TZVPD basis set.

The geometry in XYZ format:
```
71
C18H38BO12PS (ωB97M-V with the def2-TZVPD basis set)
S -6.48 0.41 -2.14
P -5.58 0.59 -0.38
O -2.96 1.96 -2.24
O -0.80 -2.20 -4.77
O -0.69 1.61 4.65
O -2.11 1.43 -0.06
O 1.99 -0.65 -0.09
O -2.15 -1.70 -6.50
O 3.91 -0.17 -1.14
O 3.85 -2.22 4.87
O -4.60 2.03 -0.38
O 5.20 -2.72 6.59
O 0.25 0.74 2.81
O -0.07 0.46 -1.35
C -2.67 0.22 -7.89
C 2.86 -0.98 -0.89
C -3.22 -0.95 -7.10
C -2.30 -1.12 -0.88
C -1.85 -0.07 -4.68
C 5.07 -0.55 -1.90
C -2.92 2.10 5.48
C -1.59 -1.41 -5.30
C 4.15 -0.59 6.68
C 4.84 -0.32 -3.38
C -3.26 1.80 -0.94
C 3.33 -0.30 3.47
C 2.71 -2.24 -1.69
C -1.59 2.19 2.44
C 4.41 -1.93 6.06
C 2.78 -1.47 4.27
C -0.59 1.48 3.31
C -1.50 2.60 5.31
B -1.44 0.30 -0.79
H 2.52 0.23 2.97
H -1.05 2.75 6.30
H -3.73 -1.63 -7.78
H 2.10 -2.04 -2.58
H -3.48 0.76 -8.40
H -3.96 -0.64 -6.35
H -1.83 -0.18 -3.59
H 5.74 -0.56 -3.95
H 3.66 -2.68 -2.00
H 2.27 -2.16 3.59
H -2.84 0.34 -4.92
H 5.88 0.10 -1.56
H 4.17 -0.70 7.77
H -2.43 1.52 2.23
H -1.64 -2.05 -1.15
H 4.02 -0.94 -3.76
H 4.92 0.11 6.37
H -1.44 3.57 4.80
H -1.10 2.45 1.49
H -2.81 -1.27 0.18
H -4.90 -0.61 0.00
H 2.21 -2.99 -1.07
H -2.14 0.93 -7.25
H -1.96 3.12 2.85
H 0.56 0.48 -0.57
H -3.18 -0.94 -1.64
H -3.52 2.83 6.04
H -2.94 1.15 6.02
H -1.08 0.63 -4.99
H -3.40 1.93 4.51
H 2.04 -1.17 5.02
H -1.96 -0.13 -8.64
H 3.16 -0.18 6.44
H -6.68 0.76 0.58
H 4.56 0.72 -3.57
H 5.37 -1.58 -1.67
H 3.86 0.41 4.11
H 4.04 -0.65 2.72
```

Properties
**E_LUMO**: -0.019 Eh
**Kohn-Sham gap**: 8.91 eV
**E_HOMO**: -0.347 Ha
**SMILES**: CB(O)OC(=O)O[PH2]=S.CCOC(C)=O.CCOC(C)=O.CCOC(C)=O.CCOC(C)=O



no.,molecular weight (Da)
1,497.13
2,430.88
3,520.34